Record 1
12
Properties=species:S:1:pos:R:3:forces:R:3 method="wB97M-V/def2-TZVPD" total_charge=0 orbital_gap_ev="7.6416 / 7.6096" relative_energy_ev=8.902
C 2.336 0.628 -0.325 -0.5930 -1.7307 -0.4064
C -0.122 -0.038 0.610 -0.4730 -0.1834 -2.0250
C -2.428 -0.229 -0.366 1.8774 -5.0933 -2.6993
C 1.294 -0.273 -0.227 0.8432 1.2177 0.7636
C 0.815 -1.516 -0.276 -1.3906 -0.1090 -0.4354
C -1.153 -0.680 -0.269 -0.0660 1.1575 0.0385
H 2.336 1.524 0.274 0.1101 0.0801 -0.1201
H 3.201 0.319 -0.946 -0.7065 0.5775 0.4728
H -0.251 -0.379 1.590 0.5908 -0.2994 1.5518
H -0.230 1.028 0.506 0.2298 0.5316 0.1544
H -3.206 -0.834 -0.937 0.9891 1.4195 0.8098
H -2.591 0.451 0.365 -1.4112 2.4319 1.8952

=====

Record 2
12
Properties=species:S:1:pos:R:3:forces:R:3 method="wB97M-V/def2-TZVPD" total_charge=0 smiles=C#CCC#CC orbital_gap_ev=10.3660 relative_energy_ev=3.944
C -2.166 0.747 0.314 -0.0786 0.0432 0.0205
C -1.169 -0.270 -0.012 0.3748 -0.3532 -0.1136
C -0.225 -0.981 -0.249 -0.4419 0.4142 0.1369
C 1.179 -1.394 -0.428 0.0014 0.0050 0.0056
C 1.929 -0.157 -0.147 0.2112 0.5173 0.1210
C 2.297 0.957 0.123 -0.0522 -0.4599 -0.1181
H -2.069 1.035 1.366 -0.0757 -0.0756 -0.1440
H -1.979 1.641 -0.292 -0.0826 -0.1522 0.0693
H -3.191 0.416 0.135 0.1026 -0.0033 0.0120
H 1.377 -1.761 -1.442 -0.0487 0.1024 0.1574
H 1.462 -2.197 0.263 -0.0560 0.1590 -0.0881
H 2.556 1.962 0.370 0.1457 -0.1968 -0.0588

=====

Record 3
16
Properties=species:S:1:pos:R:3:forces:R:3 method="wB97M-V/def2-TZVPD" total_charge=+4 orbital_gap_ev=5.5805 relative_energy_ev=3.728
C -0.757 2.151 -0.086 0.8892 1.1479 0.0573
C -1.193 0.888 -0.345 -0.1327 -2.6689 -0.1751
C -1.106 -0.331 0.489 -0.4412 0.3896 -0.2646
H -1.016 2.940 -0.799 -0.2852 0.2251 0.1970
H -0.389 2.444 0.904 -0.0808 0.2278 -0.0221
H -1.580 0.665 -1.344 -0.6069 0.0744 0.0720
H -2.074 -0.855 0.540 -0.0007 -0.3263 -0.3053
C -0.653 -0.161 1.812 0.2790 0.3204 2.1736
O -0.265 -0.050 2.865 -0.4891 -0.2534 -1.5475
O 1.864 -0.264 -0.774 2.2382 1.1293 -0.9508
C 1.148 -1.317 -0.835 -4.8471 -7.5837 2.6445
C 0.023 -1.784 -0.334 0.9223 3.3848 0.7215
Bi 1.269 1.573 -1.393 -0.2942 3.0576 -1.2220
Li 3.734 -0.627 -0.024 1.2751 -0.6357 0.2997
H 1.066 -2.636 -1.011 2.5514 2.0737 -1.2664
H -0.069 -2.637 0.335 -0.9773 -0.5625 -0.4118

=====

Record 4
19
Properties=species:S:1:pos:R:3:forces:R:3 method="wB97M-V/def2-TZVPD" total_charge=0 orbital_gap_ev=9.2842
C -1.612 -1.493 0.479 -4.7875 0.5928 0.3783
C -0.480 -2.173 0.708 1.3559 -1.4355 0.1319
C -1.283 -0.217 0.109 -0.7695 0.5000 -0.3590
C -2.178 1.001 -0.063 0.4568 -1.2093 1.7774
C 1.154 0.822 -0.199 -3.5912 -1.4519 -0.1782
C 2.486 0.107 -0.292 0.6646 -0.2780 0.8562
N 0.549 -1.420 0.462 0.3481 -1.0174 -0.1872
N 0.054 -0.281 0.075 2.9923 3.2834 -0.4871
O 0.925 1.368 -1.417 -2.3502 2.9972 -0.7585
Cl 0.941 1.988 1.147 0.5249 0.0277 -0.2701
Br 3.870 1.340 -0.639 0.6338 1.1428 -0.5928
Br 2.947 -0.665 1.365 1.1424 -0.2668 1.7922
Br 2.542 -1.270 -1.597 -0.0499 -0.2425 -1.1254
H -2.653 -1.813 0.672 0.8292 0.1123 -0.2715
H -0.315 -3.183 0.957 -0.0338 -0.9353 0.4253
H -2.028 1.485 -0.986 0.2993 0.6589 -1.2375
H -3.230 0.580 -0.108 1.1332 1.0320 0.6873
H -1.849 1.718 0.776 -1.3809 -0.8957 -1.1249
H 0.160 2.105 -1.447 2.5825 -2.6146 0.5436

=====

Record 5
16
Properties=species:S:1:pos:R:3:forces:R:3 method="wB97M-V/def2-TZVPD" total_charge=0 smiles="CC[C@]1(Cl)C=C(Br)OC1=O" orbital_gap_ev=9.9925 relative_energy_ev=0.000
C 0.787 -0.010 1.223 0.3693 -0.4070 -0.2459
C -0.457 -0.433 0.521 -0.1666 -0.0351 0.3197
C 0.054 -1.560 -0.384 -0.7181 0.1266 -0.2660
C 1.747 -0.843 0.837 -0.0026 0.6703 0.3463
C -0.370 1.394 -1.194 -0.1668 0.0064 0.0986
C -1.254 0.632 -0.212 0.1692 -0.0406 -0.1391
O -0.547 -2.182 -1.198 0.2427 0.1072 0.0787
O 1.371 -1.763 -0.102 0.5646 -0.5716 -0.2328
Cl -1.496 -1.287 1.736 -0.2677 0.0434 0.0112
Br 3.528 -0.938 1.367 -0.1753 -0.0110 -0.0673
H 0.851 0.766 1.958 0.0599 0.1585 0.1497
H -0.952 2.178 -1.673 0.0340 0.0291 -0.0796
H 0.011 0.731 -1.967 0.0729 -0.0317 -0.1208
H 0.474 1.855 -0.684 0.0652 0.0598 -0.0209
H -2.067 0.141 -0.749 -0.0428 0.0002 0.1220
H -1.680 1.319 0.520 -0.0378 -0.1046 0.0461

=====

Record 6
20
Properties=species:S:1:pos:R:3:forces:R:3 method="wB97M-V/def2-TZVPD" total_charge=+2 orbital_gap_ev=2.8241
O 5.946 -0.645 -0.149 -8.8318 6.2483 -5.9943
C 4.965 0.032 -0.792 3.5367 -2.6653 2.5969
N 3.988 0.730 -1.459 1.5208 -3.8943 5.1357
C 2.624 0.524 -0.756 3.6541 -0.0753 -1.5996
N 1.885 -0.606 -1.239 -0.3254 3.1561 2.9967
N 0.754 -0.804 -0.617 1.1028 2.9386 1.3916
C 0.468 0.170 0.391 -1.9808 0.5481 2.4882
C -0.990 -0.081 1.184 -0.3542 0.6183 -0.1684
C -2.283 0.415 0.304 1.6610 -0.5824 -0.9998
C -2.520 -0.404 -1.099 -1.7872 1.1206 0.6089
Br -2.234 -2.388 -0.967 0.0341 2.0490 -0.1508
N 1.203 1.299 0.874 -0.5426 -4.1800 -3.4213
N 2.335 1.499 0.254 -0.9081 -2.5443 -1.6486
H -1.068 -1.217 1.480 0.2855 1.5524 -1.0453
H -1.017 0.523 2.206 0.5909 -0.6191 -2.0002
H -2.263 1.567 0.021 -0.1111 -2.3280 1.0499
H -3.252 0.212 0.972 0.5165 0.1712 -0.4652
H -1.902 0.124 -1.950 -0.8366 -1.3153 1.5801
H -3.669 -0.259 -1.389 2.5438 -0.4877 0.3957
Pd -2.969 -0.689 2.731 0.2314 0.2890 -0.7502

=====

Record 7
17
Properties=species:S:1:pos:R:3:forces:R:3 method="wB97M-V/def2-TZVPD" total_charge=0 smiles="O=[N+]([O-])[C@]1(Br)C=CC=C[C@@H]1O" orbital_gap_ev=8.0425 relative_energy_ev=4.281
C -1.929 -0.039 -0.685 0.6065 2.7732 0.1882
C -1.092 -1.190 -0.944 -0.8947 -0.7410 -0.4847
C -1.379 1.108 -0.227 -0.3935 -1.6635 0.4723
C 0.136 -1.375 -0.403 -1.9538 -0.9336 0.1750
C 0.048 1.168 0.106 1.6693 -4.2680 -0.8840
C 0.565 -0.335 0.496 -1.0589 2.1269 1.5662
N 2.038 -0.408 0.821 -1.1428 0.4805 -1.0626
O 2.505 -1.492 0.613 1.2525 -0.3668 0.5577
O 2.603 0.620 1.130 0.2213 -0.2899 0.1975
O 0.805 1.664 -0.918 0.4108 0.4852 -2.5834
Br -0.251 -0.608 2.507 0.5786 0.0742 -1.5546
H -2.987 0.053 -0.900 -0.0012 -0.8663 -0.0730
H -1.661 -1.944 -1.514 0.9987 -0.0770 0.2912
H -1.902 1.924 0.211 -0.9476 0.6314 -0.5468
H 0.531 -2.389 -0.322 0.3173 0.5488 -0.4208
H 0.224 1.764 0.886 0.3723 1.9760 3.6773
H 1.746 1.478 -0.856 -0.0347 0.1099 0.4845

=====

Record 8
15
Properties=species:S:1:pos:R:3:forces:R:3 method="wB97M-V/def2-TZVPD" total_charge=0 smiles=Clc1cccc(Cl)c1.O orbital_gap_ev=9.8579 relative_energy_ev=0.632
Cl -2.462 3.415 0.399 -0.5757 0.5450 0.1707
Cl 0.929 -0.607 -0.193 0.4074 -0.0734 -0.2853
C -3.005 -0.473 -0.827 -0.4249 3.3815 0.4777
C -3.297 0.922 -0.518 0.7672 -0.7973 0.3072
C -1.686 -0.895 -0.731 -1.0405 -1.2267 -0.7704
C -0.955 1.302 -0.012 0.9220 -0.5814 -0.6249
C -2.256 1.776 -0.018 -0.5503 -2.1169 -1.5110
C -0.666 -0.011 -0.442 -0.7699 0.6322 1.5433
H -3.822 -1.116 -1.180 0.5466 0.2425 0.3061
H -4.308 1.330 -0.652 0.4906 -0.2676 0.1896
H -1.577 -1.967 -0.939 0.7538 0.5761 0.1282
H -0.111 1.959 0.239 -0.5262 -0.3145 0.0689
O 7.735 -1.488 1.714 0.0139 -1.2088 -0.2753
H 7.146 -1.967 1.089 0.6562 0.4859 0.6857
H 8.335 -2.181 2.071 -0.6703 0.7235 -0.4104

=====

no.,F_max (eV/Å)
1,6.06
2,0.62
3,9.38
4,4.84
5,0.84
6,12.37
7,4.67
8,3.44